1.
This record from OMol25 describes a single C5H13OP molecule. The level of theory is ωB97M-V/def2-TZVPD.

Bonds (Å) are listed after each position.
Atoms and positions in Å:
1 P -2.643 0.295 0.646  O5 1.661, H6 1.419, C18 1.843
2 C 0.911 -1.205 0.965  H9 1.092, C17 1.528, H19 1.091, H20 1.093
3 H 2.923 0.063 0.024  C11 1.088
4 C -0.260 -0.050 -0.960  H12 1.093, H14 1.094, C17 1.532, C18 1.535
5 O -2.433 1.856 0.120  P1 1.661, H13 0.956
6 H -1.678 0.282 1.686  P1 1.419
7 H 0.346 0.847 0.902  C17 1.096
8 H 2.219 1.693 -0.056  C11 1.090
9 H 0.060 -1.409 1.617  C2 1.092
10 H 2.102 0.619 -1.429  C11 1.093
11 C 2.080 0.649 -0.337  H3 1.088, H8 1.090, H10 1.093, C17 1.547
12 H -0.407 0.927 -1.429  C4 1.093
13 H -1.524 2.134 0.212  O5 0.956
14 H 0.204 -0.709 -1.700  C4 1.094
15 H -2.260 -0.601 -1.500  C18 1.093
16 H -1.559 -1.653 -0.255  C18 1.093
17 C 0.734 0.103 0.196  C2 1.528, C4 1.532, H7 1.096, C11 1.547
18 C -1.639 -0.619 -0.600  P1 1.843, C4 1.535, H15 1.093, H16 1.093
19 H 1.794 -1.165 1.606  C2 1.091
20 H 1.030 -2.058 0.293  C2 1.093

Computed properties:
orbital gap: 9.984 eV
relative energy (zero: lowest compared OMol25 entry of this formula, charge and spin): 0.0 kJ/mol
E_LUMO: 0.85 eV
max |F|: 0.44 eV/A
SMILES: CC(C)CCPO

Listed below, in e, are the Löwdin charges computed for each atom: number 1, P, carries 0.83; number 2, C, carries -0.09; number 3, H, carries 0.07; number 4, C, carries -0.26; number 5, O, carries -0.39; number 6, H, carries -0.07; number 7, H, carries 0.10; number 8, H, carries 0.07; number 9, H, carries 0.06; number 10, H, carries 0.07; number 11, C, carries -0.07; number 12, H, carries 0.11; number 13, H, carries 0.02; number 14, H, carries 0.11; number 15, H, carries 0.07; number 16, H, carries 0.07; number 17, C, carries -0.45; number 18, C, carries -0.42; number 19, H, carries 0.07; number 20, H, carries 0.09



2.
This record from OMol25 describes 2 unconnected molecules or ions with the total composition C5H14. The level of theory is ωB97M-V/def2-TZVPD.

Bonds (Å) are listed after each position.
Atoms and positions in Å:
1 H 2.721 0.201 -1.441  C12 1.093
2 H -1.976 0.760 0.426  C3 1.088
3 C -1.959 1.251 1.396  H2 1.088, C10 1.520, H11 1.093, H18 1.098
4 H 2.841 -1.452 -0.735  C12 1.093
5 C 0.961 -1.115 -1.781  H6 1.093, C12 1.546, H13 1.089, C14 1.544
6 H 0.986 -2.207 -1.790  C5 1.093
7 H 0.151 1.632 1.890  C10 1.101
8 H -0.373 0.366 -0.925  C14 1.088
9 H -0.349 -1.202 -0.129  C14 1.093
10 C -0.713 1.048 2.244  C3 1.520, H7 1.101, H15 1.092, H19 1.087
11 H -2.863 1.030 1.968  C3 1.093
12 C 2.174 -0.616 -0.963  H1 1.093, H4 1.093, C5 1.546, H16 1.094
13 H 1.030 -0.719 -2.793  C5 1.089
14 C -0.366 -0.707 -1.103  C5 1.544, H8 1.088, H9 1.093, H17 1.089
15 H -0.274 0.052 2.153  C10 1.092
16 H 1.869 -0.208 0.004  C12 1.094
17 H -1.232 -0.996 -1.697  C14 1.089
18 H -2.019 2.310 1.113  C3 1.098
19 H -0.909 1.356 3.268  C10 1.087

Computed properties:
total charge: -1
orbital gap (alpha / beta): 2.705 / 12.017 eV
⟨S²⟩: 0.7503
relative energy (zero: lowest compared OMol25 entry of this formula, charge and spin): 30.5 kJ/mol
E_LUMO (alpha / beta): 4.22 / 4.31 eV
max |F|: 1.09 eV/A
multiplicity: 2

Listed below, in e, are the Löwdin charges computed for each atom: number 1, H, carries 0.04; number 2, H, carries 0.02; number 3, C, carries -0.27; number 4, H, carries 0.03; number 5, C, carries -0.36; number 6, H, carries 0.07; number 7, H, carries 0.02; number 8, H, carries 0.04; number 9, H, carries 0.04; number 10, C, carries -0.39; number 11, H, carries 0.04; number 12, C, carries -0.26; number 13, H, carries 0.08; number 14, C, carries -0.26; number 15, H, carries 0.01; number 16, H, carries 0.03; number 17, H, carries 0.04; number 18, H, carries 0.04; number 19, H, carries 0.02



3.
This record from OMol25 describes 2 unconnected molecules or ions with the total composition C5H14. The level of theory is ωB97M-V/def2-TZVPD.

Bonds (Å) are listed after each position.
Atoms and positions in Å:
1 C 0.028 1.552 1.133  H7 1.093, C9 1.559, H10 1.096, C16 1.511
2 H 0.825 -0.884 -0.065  C17 1.084
3 H -0.352 2.394 -0.878  C9 1.090
4 H -0.310 0.694 -0.828  C9 1.089
5 H -0.438 -1.250 -1.912  C15 1.090
6 H -1.210 1.009 2.812  C16 1.099
7 H 0.805 0.867 1.480  C1 1.093
8 H -0.187 -2.914 -2.120  C15 1.102
9 C 0.192 1.570 -0.417  C1 1.559, H3 1.090, H4 1.089, H19 1.088
10 H 0.298 2.583 1.386  C1 1.096
11 H 0.099 -2.438 0.250  C17 1.094
12 H 1.159 -1.987 -2.569  C15 1.089
13 H 1.800 -2.405 -0.224  C17 1.089
14 H -2.067 1.976 1.651  C16 1.083
15 C 0.353 -1.996 -1.836  H5 1.090, H8 1.102, H12 1.089, C17 1.541
16 C -1.314 1.202 1.734  C1 1.511, H6 1.099, H14 1.083, H18 1.094
17 C 0.835 -1.923 -0.375  H2 1.084, H11 1.094, H13 1.089, C15 1.541
18 H -1.772 0.268 1.394  C16 1.094
19 H 1.256 1.683 -0.617  C9 1.088

Computed properties:
total charge: -1
orbital gap (alpha / beta): 2.663 / 11.862 eV
⟨S²⟩: 0.7503
relative energy (zero: lowest compared OMol25 entry of this formula, charge and spin): 47.5 kJ/mol
E_LUMO (alpha / beta): 4.26 / 4.29 eV
max |F|: 1.66 eV/A
multiplicity: 2

Listed below, in e, are the Löwdin charges computed for each atom: number 1, C, carries -0.38; number 2, H, carries 0.01; number 3, H, carries 0.01; number 4, H, carries 0.02; number 5, H, carries 0.01; number 6, H, carries 0.04; number 7, H, carries 0.08; number 8, H, carries 0.03; number 9, C, carries -0.28; number 10, H, carries 0.08; number 11, H, carries 0.04; number 12, H, carries 0.03; number 13, H, carries 0.04; number 14, H, carries 0.03; number 15, C, carries -0.36; number 16, C, carries -0.25; number 17, C, carries -0.24; number 18, H, carries 0.04; number 19, H, carries 0.03



4.
This record from OMol25 describes 2 unconnected molecules or ions with the total composition C5H14. The level of theory is ωB97M-V/def2-TZVPD.

Bonds (Å) are listed after each position.
Atoms and positions in Å:
1 H 0.755 -3.191 -2.246  C10 1.082
2 H 0.893 2.163 1.640  C5 1.091
3 H -0.409 3.258 1.904  C5 1.088
4 C -0.877 1.711 0.423  C5 1.514, H7 1.095, H13 1.091, C16 1.561
5 C -0.196 2.215 1.679  H2 1.091, H3 1.088, C4 1.514, H15 1.089
6 H -2.307 0.700 1.685  C16 1.090
7 H -0.237 1.404 -0.410  C4 1.095
8 H 1.670 -2.876 -0.110  C14 1.096
9 H -2.750 0.674 -0.073  C16 1.086
10 C 0.925 -2.176 -1.914  H1 1.082, H11 1.092, C14 1.540, H18 1.081
11 H 0.068 -1.850 -1.322  C10 1.092
12 H -1.562 -0.408 0.544  C16 1.091
13 H -1.550 2.478 0.035  C4 1.091
14 C 2.021 -2.131 -0.834  H8 1.096, C10 1.540, H17 1.097, H19 1.086
15 H -0.453 1.692 2.599  C5 1.089
16 C -1.952 0.604 0.659  C4 1.561, H6 1.090, H9 1.086, H12 1.091
17 H 3.034 -2.482 -1.062  C14 1.097
18 H 1.033 -1.415 -2.675  C10 1.081
19 H 2.140 -1.160 -0.363  C14 1.086

Computed properties:
orbital gap: 12.185 eV
relative energy (zero: lowest compared OMol25 entry of this formula, charge and spin): 61.4 kJ/mol
E_LUMO: 1.08 eV
max |F|: 2.07 eV/A
SMILES: CCC.CC

Listed below, in e, are the Löwdin charges computed for each atom: number 1, H, carries 0.06; number 2, H, carries 0.06; number 3, H, carries 0.06; number 4, C, carries -0.30; number 5, C, carries -0.13; number 6, H, carries 0.06; number 7, H, carries 0.09; number 8, H, carries 0.06; number 9, H, carries 0.06; number 10, C, carries -0.16; number 11, H, carries 0.05; number 12, H, carries 0.05; number 13, H, carries 0.09; number 14, C, carries -0.18; number 15, H, carries 0.06; number 16, C, carries -0.12; number 17, H, carries 0.06; number 18, H, carries 0.06; number 19, H, carries 0.05



5.
This record from OMol25 describes 2 unconnected molecules or ions with the total composition C5H14. The level of theory is ωB97M-V/def2-TZVPD.

Bonds (Å) are listed after each position.
Atoms and positions in Å:
1 C 0.573 0.377 2.691  H3 1.085, C7 1.531, H8 1.094, H18 1.093
2 H 0.745 0.925 -1.759  C4 1.109
3 H 0.948 0.061 3.659  C1 1.085
4 C 0.553 -0.101 -2.134  H2 1.109, C9 1.550, H10 1.099, H14 1.078
5 H -1.051 -1.479 -1.320  C9 1.094
6 C -1.602 0.458 -0.776  C9 1.529, H11 1.095, H15 1.089, H16 1.096
7 C 1.180 -0.499 1.592  C1 1.531, H12 1.088, H13 1.092, H17 1.100
8 H 0.902 1.407 2.524  C1 1.094
9 C -0.899 -0.486 -1.752  C4 1.550, H5 1.094, C6 1.529, H19 1.086
10 H 0.512 0.232 -3.181  C4 1.099
11 H -0.994 0.800 0.068  C6 1.095
12 H 0.807 -0.285 0.592  C7 1.088
13 H 2.265 -0.518 1.709  C7 1.092
14 H 1.452 -0.646 -1.900  C4 1.078
15 H -2.476 -0.005 -0.321  C6 1.089
16 H -1.852 1.383 -1.307  C6 1.096
17 H 0.851 -1.531 1.782  C7 1.100
18 H -0.510 0.402 2.548  C1 1.093
19 H -1.404 -0.496 -2.714  C9 1.086

Computed properties:
orbital gap: 12.457 eV
relative energy (zero: lowest compared OMol25 entry of this formula, charge and spin): 67.7 kJ/mol
E_LUMO: 1.16 eV
max |F|: 2.72 eV/A
SMILES: CCC.CC

Listed below, in e, are the Löwdin charges computed for each atom: number 1, C, carries -0.17; number 2, H, carries 0.07; number 3, H, carries 0.06; number 4, C, carries -0.13; number 5, H, carries 0.09; number 6, C, carries -0.13; number 7, C, carries -0.17; number 8, H, carries 0.06; number 9, C, carries -0.31; number 10, H, carries 0.06; number 11, H, carries 0.05; number 12, H, carries 0.02; number 13, H, carries 0.07; number 14, H, carries 0.06; number 15, H, carries 0.07; number 16, H, carries 0.07; number 17, H, carries 0.07; number 18, H, carries 0.06; number 19, H, carries 0.09